C2H4NPS as an isolated structure at a distorted geometry. Source: the OMol25 dataset; level of theory: ωB97M-V/def2-TZVPD.

```
! wB97M-V def2-TZVPD RIJCOSX def2/J DEFGRID3
* xyz 0 1
C -1.507 1.080 -0.120
C 0.259 -0.879 0.086
N -0.340 1.211 -1.557
P 0.953 0.339 -1.159
S -1.251 -0.190 0.875
H -2.388 1.685 -0.144
H -0.065 -1.795 -0.414
H 0.981 -1.135 0.861
H 1.609 1.136 -0.179
*
```

Values from the calculation:
- energy relative to the best compared isomer or geometry (same formula, charge and spin) (kcal/mol) = 90.9

Atomic partial charges in e from the natural (NBO) method, atoms 1 to 6:
1. C -0.151
2. C -0.867
3. N -0.912
4. P 0.852
5. S 0.485
6. H 0.224

---

One molecule with the formula C2H4NPS at a distorted geometry. Source: the OMol25 dataset; level of theory: ωB97M-V/def2-TZVPD.

```
! wB97M-V def2-TZVPD RIJCOSX def2/J DEFGRID3
* xyz 0 1
C -0.997 0.505 -0.283
C -0.532 -0.584 0.606
N 0.514 -1.296 0.620
P 2.045 -0.833 -0.866
S 3.048 0.657 -0.237
H -1.439 0.255 -1.202
H 0.050 1.063 -0.540
H -1.556 1.123 0.386
H -1.132 -0.893 1.516
*
```

Values from the calculation:
- energy relative to the best compared isomer or geometry (same formula, charge and spin) (kcal/mol) = 40.3

Atomic partial charges in e from the natural (NBO) method, atoms 1 to 6:
1. C -0.685
2. C 0.084
3. N -0.588
4. P 0.677
5. S -0.355
6. H 0.240

---

An isolated ion of composition C2H4NS and charge +1 at a distorted geometry. Source: the OMol25 dataset; level of theory: ωB97M-V/def2-TZVPD.

```
! wB97M-V def2-TZVPD RIJCOSX def2/J DEFGRID3
* xyz 1 3
C -0.134 -0.304 -0.817
C -0.416 -1.134 0.327
N 0.827 -0.223 0.260
S -1.635 0.388 0.044
H 0.193 -0.421 -1.859
H -1.409 1.631 0.886
H 1.810 -0.712 0.352
H 0.763 0.777 0.807
*
```

Values from the calculation:
- energy relative to the best compared isomer or geometry (same formula, charge and spin) (kcal/mol) = 167.6

Atomic partial charges in e from the natural (NBO) method, atoms 1 to 6:
1. C -0.251
2. C 0.136
3. N -0.640
4. S 0.321
5. H 0.298
6. H 0.195

---

One molecule with the formula C2H4O2 at a distorted geometry. Source: the OMol25 dataset; level of theory: ωB97M-V/def2-TZVPD.

```
! wB97M-V def2-TZVPD RIJCOSX def2/J DEFGRID3
* xyz 0 1
C 0.807 0.111 -0.329
C -0.450 -0.287 0.463
O -1.641 0.798 0.184
O -1.473 -0.530 -0.295
H 1.341 -0.907 -0.339
H 1.383 0.911 0.161
H 0.383 0.632 -1.309
H -0.350 -0.728 1.464
*
```

Values from the calculation:
- energy relative to the best compared isomer or geometry (same formula, charge and spin) (kcal/mol) = 122.1

Atomic partial charges in e from the natural (NBO) method, atoms 1 to 6:
1. C -0.687
2. C 0.382
3. O -0.297
4. O -0.291
5. H 0.229
6. H 0.232

---

One molecule with the formula C2H4O2 at a distorted geometry. Source: the OMol25 dataset; level of theory: ωB97M-V/def2-TZVPD.

```
! wB97M-V def2-TZVPD RIJCOSX def2/J DEFGRID3
* xyz 0 1
C 1.204 -0.485 0.520
C -0.083 -0.020 -0.143
O -0.616 -0.573 -1.057
O -0.596 1.046 0.513
H 1.475 0.176 1.357
H 2.134 -0.544 -0.033
H 0.933 -1.449 0.938
H -1.386 1.387 0.114
*
```

Values from the calculation:
- energy relative to the best compared isomer or geometry (same formula, charge and spin) (kcal/mol) = 5.0

Atomic partial charges in e from the natural (NBO) method, atoms 1 to 6:
1. C -0.734
2. C 0.798
3. O -0.581
4. O -0.694
5. H 0.229
6. H 0.246

---

A 2-piece molecular cluster, C2H4O2 overall at a distorted geometry. Source: the OMol25 dataset; level of theory: ωB97M-V/def2-TZVPD.

```
! wB97M-V def2-TZVPD RIJCOSX def2/J DEFGRID3
* xyz 0 1
C -0.681 -0.871 -0.144
C 0.201 0.146 0.356
O -0.963 0.072 0.982
O 1.373 0.022 1.003
H -1.361 -0.668 -0.941
H -0.495 -1.944 -0.037
H 0.506 2.293 -0.263
H 1.582 0.553 1.728
*
```

Values from the calculation:
- energy relative to the best compared isomer or geometry (same formula, charge and spin) (kcal/mol) = 150.2

Atomic partial charges in e from the natural (NBO) method, atoms 1 to 6:
1. C -0.168
2. C 0.567
3. O -0.464
4. O -0.702
5. H 0.205
6. H 0.204

---

A 2-piece molecular cluster, C2H4O2 overall at a distorted geometry. Source: the OMol25 dataset; level of theory: ωB97M-V/def2-TZVPD.

```
! wB97M-V def2-TZVPD RIJCOSX def2/J DEFGRID3
* xyz 0 1
C 0.891 -0.391 0.034
O 0.355 0.913 0.161
C -1.951 0.762 -0.097
O -2.224 -0.208 0.427
H 0.135 -1.177 -0.122
H 1.399 -0.620 0.977
H 1.631 -0.444 -0.773
H -0.233 1.175 -0.580
*
```

Values from the calculation:
- energy relative to the best compared isomer or geometry (same formula, charge and spin) (kcal/mol) = 39.4

Atomic partial charges in e from the natural (NBO) method, atoms 1 to 6:
1. C -0.258
2. O -0.724
3. C 0.479
4. O -0.493
5. H 0.166
6. H 0.190

---

C2H4O2 as an isolated structure at a distorted geometry. Source: the OMol25 dataset; level of theory: ωB97M-V/def2-TZVPD.

```
! wB97M-V def2-TZVPD RIJCOSX def2/J DEFGRID3
* xyz 0 1
O -0.328 -1.764 -0.498
C -0.611 -0.665 -0.068
C 0.171 -0.037 1.064
O 1.066 -0.612 1.617
H 0.792 0.744 -1.663
H 0.583 1.484 -1.378
H -1.509 -0.134 -0.402
H -0.164 0.985 1.327
*
```

Values from the calculation:
- energy relative to the best compared isomer or geometry (same formula, charge and spin) (kcal/mol) = 68.3

Atomic partial charges in e from the natural (NBO) method, atoms 1 to 6:
1. O -0.443
2. C 0.311
3. C 0.324
4. O -0.432
5. H 0.013
6. H -0.007